a:
CH2ClNO | the ωB97M-V functional and the def2-TZVPD basis

Each line ends with the Löwdin charge.
Atoms and positions in Å:
C: 0.9197 0.6349 -0.1009  -0.42
N: -0.1343 -0.5035 -1.0880  -0.28
O: 1.4509 1.4763 -0.6427  0.00
Cl: -0.1229 0.2724 -2.6787  0.57
H: 0.7196 0.2476 0.9719  0.12
H: -1.0824 -0.3148 -0.7927  0.01

The highest occupied orbital energy (spin up / spin down) comes out at -0.201 / -0.410 hartree. Its spin multiplicity is 3.



b:
CH2ClNO | the ωB97M-V functional and the def2-TZVPD basis

Each line ends with the Löwdin charge.
Atoms and positions in Å:
C: -0.6031 -0.2378 0.1283  -0.19
N: 0.3680 -0.3315 1.2048  0.10
O: 0.5656 0.4615 0.2356  -0.47
Cl: 1.6897 0.6228 -1.5153  0.32
H: -0.5907 -0.9600 -0.6327  0.08
H: -1.4294 0.4450 0.5793  0.15

The highest occupied orbital energy (spin up / spin down) comes out at -0.345 / -0.406 hartree. Its spin multiplicity is 3.



Which structure is most stable, and how do the rest compare? From most to least stable: b, a.



a:
C22H37N4O6PPdS | the ωB97M-V functional and the def2-TZVPD basis

Each line ends with the Löwdin charge.
Atoms and positions in Å:
Pd: 0.8769 -1.2657 -0.0676  0.36
C: -4.2778 0.9410 -4.3382  -0.07
C: -3.3906 -0.2603 -4.1323  -0.29
C: -3.3913 -1.3136 -5.0470  -0.07
C: -2.5722 -2.4172 -4.8631  -0.08
C: -1.7357 -2.4766 -3.7556  -0.26
C: -1.7271 -1.4394 -2.8350  -0.04
C: -2.5550 -0.3401 -3.0241  -0.03
S: -0.6703 -3.9033 -3.5700  0.54
O: 0.1721 -3.9152 -4.7518  -0.36
O: -1.5605 -5.0565 -3.4557  -0.37
N: 0.1058 -3.5231 -2.2926  -0.13
C: 0.3399 -4.1600 -1.1373  -0.38
C: 0.1521 -5.5563 -0.9387  -0.03
C: 0.4460 -6.1217 0.2752  -0.12
C: 0.9347 -5.3205 1.3112  -0.12
C: 1.0852 -3.9731 1.0560  -0.18
N: 0.8013 -3.3832 -0.1143  -0.03
H: -4.6558 0.9828 -5.3620  0.06
H: -3.7340 1.8659 -4.1373  0.07
H: -5.1399 0.9235 -3.6664  0.07
H: -4.0371 -1.2618 -5.9190  0.09
H: -2.5704 -3.2312 -5.5782  0.11
H: -1.0610 -1.4725 -1.9782  0.07
H: -2.5181 0.4482 -2.2783  0.09
H: -0.2365 -6.1328 -1.7651  0.09
H: 0.3010 -7.1871 0.4241  0.09
H: 1.1857 -5.7204 2.2844  0.08
H: 1.4520 -3.3057 1.8258  0.08
N: 3.7367 -1.5583 1.8585  -0.02
C: 4.3681 -0.2450 1.7649  -0.31
C: 4.8576 0.1558 0.3704  -0.32
N: 3.8427 0.3281 -0.6552  -0.01
H: 2.8312 -1.5180 1.3713  -0.02
H: 4.2861 -2.2358 1.3374  0.05
H: 5.2183 -0.2035 2.4599  0.09
H: 3.6381 0.4940 2.1067  0.09
H: 5.5745 -0.6027 0.0283  0.09
H: 5.4253 1.0914 0.4609  0.09
H: 3.3066 -0.5322 -0.7894  0.02
H: 3.1274 0.9731 -0.3264  0.03
C: -0.1156 5.3692 0.7242  -0.05
C: -0.8611 4.0822 0.3843  -0.65
C: -2.0914 3.9400 1.2767  -0.04
C: -1.2602 4.0810 -1.0888  -0.04
O: 0.0924 3.0466 0.6290  -0.18
P: -0.2843 1.4550 0.7025  0.26
O: -1.4591 1.1530 -0.1440  -0.29
O: 1.0490 0.7985 0.5217  -0.41
O: -0.7778 1.3259 2.2464  -0.18
C: 0.0737 1.2061 3.3956  -0.64
C: -0.8518 1.4943 4.5739  -0.05
C: 0.6198 -0.2113 3.4903  -0.04
C: 1.2035 2.2327 3.3647  -0.04
H: -0.7479 6.2414 0.5381  0.08
H: 0.7857 5.4474 0.1142  0.08
H: 0.1799 5.3636 1.7756  0.07
H: -2.7641 4.7869 1.1135  0.08
H: -1.7962 3.9181 2.3273  0.07
H: -2.6175 3.0131 1.0472  0.08
H: -1.9273 4.9215 -1.3019  0.08
H: -1.7582 3.1429 -1.3296  0.07
H: -0.3668 4.1733 -1.7096  0.09
H: -1.6879 0.7931 4.5640  0.08
H: -1.2492 2.5096 4.5040  0.07
H: -0.3115 1.3888 5.5181  0.08
H: -0.2028 -0.9271 3.5486  0.09
H: 1.2471 -0.3155 4.3807  0.08
H: 1.2072 -0.4576 2.6057  0.03
H: 0.7945 3.2411 3.2725  0.07
H: 1.8572 2.0464 2.5132  0.06
H: 1.7884 2.1689 4.2857  0.08

The total charge is -2. The highest occupied orbital energy comes out at -0.017 hartree.



b:
C22H37N4O6PPdS | the ωB97M-V functional and the def2-TZVPD basis

Each line ends with the Löwdin charge.
Atoms and positions in Å:
Pd: -1.2058 -2.0259 1.1275  0.30
C: -2.0561 1.2736 -5.2891  -0.07
C: -2.5598 0.7093 -3.9866  -0.29
C: -3.8577 0.9587 -3.5525  -0.06
C: -4.3067 0.4708 -2.3327  -0.06
C: -3.4519 -0.2693 -1.5307  -0.27
C: -2.1569 -0.5417 -1.9548  -0.07
C: -1.7237 -0.0533 -3.1765  -0.05
S: -4.0157 -0.8259 0.0774  0.52
O: -3.6023 0.1880 1.0117  -0.35
O: -5.4503 -1.0148 -0.0698  -0.36
N: -3.2283 -2.1774 0.3679  -0.23
C: -3.5357 -3.3269 -0.3261  -0.40
C: -4.4732 -3.4258 -1.3841  -0.04
C: -4.6323 -4.6290 -2.0354  -0.11
C: -3.8962 -5.7436 -1.6444  -0.13
C: -3.0254 -5.5649 -0.5814  -0.18
N: -2.8449 -4.4166 0.0529  0.09
H: -2.8820 1.5800 -5.9332  0.06
H: -1.4536 0.5418 -5.8299  0.07
H: -1.4248 2.1487 -5.1158  0.08
H: -4.5259 1.5416 -4.1789  0.10
H: -5.3196 0.6516 -1.9961  0.11
H: -1.5050 -1.1265 -1.3111  0.07
H: -0.7078 -0.2583 -3.4973  0.12
H: -5.0634 -2.5704 -1.6717  0.08
H: -5.3382 -4.6969 -2.8569  0.09
H: -3.9921 -6.7015 -2.1390  0.07
H: -2.4231 -6.3931 -0.2132  0.09
N: 0.8086 -1.9118 1.7311  -0.12
C: 1.7329 -3.0182 1.4511  -0.29
C: 1.2247 -4.3838 1.9073  -0.32
N: 0.1694 -5.0061 1.1162  -0.03
H: 1.2358 -1.0703 1.3319  0.01
H: 0.7722 -1.7560 2.7336  0.06
H: 2.7068 -2.8228 1.9216  0.10
H: 1.9034 -3.0356 0.3725  0.11
H: 0.8651 -4.2984 2.9385  0.10
H: 2.0837 -5.0654 1.9343  0.09
H: -0.6759 -4.4288 1.1619  -0.01
H: 0.4334 -4.9685 0.1362  0.05
C: 4.4384 3.3989 3.6576  -0.05
C: 4.5640 3.0804 2.1700  -0.66
C: 4.2273 4.3217 1.3450  -0.04
C: 5.9778 2.5955 1.8551  -0.05
O: 3.6325 2.0240 1.9509  -0.19
P: 3.1686 1.4919 0.4601  0.25
O: 4.2805 1.7000 -0.5039  -0.32
O: 2.5510 0.1637 0.7152  -0.30
O: 2.0327 2.5852 0.0595  -0.19
C: 0.6677 2.5978 0.5188  -0.63
C: 0.1746 3.9973 0.1672  -0.04
C: -0.1514 1.5512 -0.2279  -0.04
C: 0.5635 2.3783 2.0250  -0.03
H: 5.1499 4.1766 3.9488  0.07
H: 4.6342 2.5006 4.2456  0.08
H: 3.4267 3.7414 3.8823  0.08
H: 4.9271 5.1266 1.5898  0.08
H: 3.2115 4.6561 1.5643  0.07
H: 4.2913 4.0939 0.2816  0.08
H: 6.7078 3.3790 2.0817  0.07
H: 6.0370 2.3220 0.8026  0.06
H: 6.2070 1.7155 2.4605  0.08
H: 0.2639 4.1624 -0.9083  0.08
H: 0.7747 4.7501 0.6844  0.07
H: -0.8718 4.1139 0.4565  0.08
H: -0.0038 1.6619 -1.3041  0.08
H: -1.2136 1.6696 0.0017  0.08
H: 0.1332 0.5435 0.0714  0.05
H: 1.1273 3.1411 2.5672  0.07
H: 0.9558 1.3996 2.2960  0.07
H: -0.4874 2.4239 2.3188  0.09

The total charge is -2. The highest occupied orbital energy comes out at -0.014 hartree.



Which structure is most stable, and how do the rest compare? From most to least stable: b, a.